ORCA calculation (wB97M-V/def2-TZVPD) on a molecular structure, C28H61BrCsLiN4NaO13PS2.

```
113
Properties=species:S:1:pos:R:3:forces:R:3
C 3.131 -4.277 1.237 0.7 -0.3 0.0
O 1.756 -4.116 1.742 1.8 2.1 -1.0
C 1.307 -2.712 1.636 -1.2 0.8 0.6
C 0.648 -2.370 0.175 0.5 -0.5 0.0
C -0.428 -3.560 -0.218 0.3 -0.2 -0.5
C -1.106 -3.328 -1.701 -0.1 0.8 0.1
C -0.002 -3.020 -2.877 -0.6 0.2 0.3
C 1.115 -4.213 -3.083 -0.5 0.6 -0.2
C 2.487 -3.548 -3.774 -1.6 -0.3 0.4
C 3.713 -3.897 -2.775 -1.0 -0.5 0.5
C 5.160 -3.268 -3.027 0.7 -1.8 3.0
N 5.364 -2.232 -4.089 -0.5 2.1 0.5
O 6.686 -1.871 -3.978 2.6 0.7 0.8
C 4.600 -0.931 -3.904 -3.3 2.6 -0.8
O 4.083 -0.715 -2.536 0.1 1.7 -1.2
C 3.576 0.653 -2.346 -1.6 4.3 0.6
C 4.481 2.030 -2.378 -2.8 0.0 0.3
C 3.862 3.542 -2.145 -1.8 -2.8 0.0
C 2.259 3.763 -1.828 1.3 -5.1 -0.3
C 1.322 2.393 -1.746 3.9 1.5 0.0
C 1.952 0.872 -2.019 5.4 3.6 4.6
P 5.253 -2.882 -5.786 0.2 -2.4 -3.1
S 7.030 -3.426 -6.482 -0.9 0.5 0.8
H 3.620 -3.240 0.936 -1.0 -2.0 0.7
H 3.164 -4.966 0.288 -0.3 1.2 1.7
H 3.808 -4.813 2.057 -1.6 1.3 -1.7
H 2.170 -1.942 1.925 -1.7 -1.7 -0.7
H 0.439 -2.569 2.437 1.9 -0.5 -1.6
H 1.555 -2.298 -0.594 -1.9 -0.2 1.3
H 0.108 -1.308 0.205 1.2 -2.3 0.0
H -1.234 -3.579 0.635 1.4 -0.1 -1.8
H 0.081 -4.630 -0.242 -0.9 2.4 0.4
H -1.751 -4.239 -2.062 1.2 1.7 1.0
H -1.805 -2.370 -1.603 1.3 -2.1 -0.5
H -0.585 -2.810 -3.894 1.2 -0.6 2.0
H 0.503 -1.982 -2.592 -0.6 -2.5 -0.3
H 1.356 -4.719 -2.029 -0.5 1.1 -2.4
H 0.636 -5.015 -3.822 1.2 1.7 1.8
H 2.534 -4.005 -4.849 0.4 0.9 2.0
H 2.223 -2.387 -3.870 1.0 -2.4 0.3
H 3.817 -5.086 -2.746 -0.1 2.6 -0.2
H 3.362 -3.608 -1.671 0.8 -0.4 -2.5
H 5.924 -4.156 -3.259 -1.5 1.9 0.1
H 5.557 -2.800 -2.003 -0.8 -0.7 -2.5
H 6.922 -1.190 -4.672 -0.4 -0.9 0.5
H 5.193 0.035 -4.194 -0.5 -2.3 0.4
H 3.686 -0.986 -4.671 1.7 0.1 1.6
H 5.644 1.907 -2.607 -2.8 0.4 0.6
H 4.558 4.500 -2.204 -1.5 -2.5 0.2
H 1.782 4.838 -1.655 0.9 -2.5 0.8
H 0.173 2.560 -1.481 2.6 -0.6 -0.5
H 1.186 -0.012 -1.955 4.6 1.4 4.6
H 4.693 -1.927 -6.707 0.1 0.1 1.1
H 4.468 -4.123 -5.838 0.1 0.5 0.6
C -3.069 4.382 -0.328 0.4 0.0 0.3
O -3.448 3.458 0.684 -0.6 0.1 -0.5
C -4.869 3.327 0.816 0.2 -0.6 0.4
C -5.316 1.922 0.385 0.4 0.5 -0.1
N -5.180 1.746 -1.065 -0.1 -0.3 0.0
C -5.355 0.357 -1.505 0.4 0.4 -0.1
C -4.303 -0.666 -1.039 -0.7 -0.3 -0.1
O -3.003 -0.449 -1.592 0.3 0.3 0.2
C -2.197 0.465 -0.860 -0.3 -0.2 -0.3
H -1.985 4.513 -0.281 -0.2 0.1 0.1
H -3.324 3.996 -1.319 -0.2 0.1 -0.3
H -3.544 5.354 -0.169 0.2 0.0 -0.1
H -5.411 4.107 0.269 0.3 -0.1 -0.1
H -5.097 3.453 1.880 0.0 -0.1 -0.1
H -6.364 1.772 0.671 0.1 -0.1 0.0
H -4.704 1.195 0.927 -0.2 0.1 0.3
H -4.255 2.059 -1.351 -0.3 0.1 0.1
H -5.346 0.377 -2.602 0.0 -0.1 0.1
H -6.353 0.013 -1.208 0.2 0.0 0.1
H -4.621 -1.648 -1.410 0.1 0.1 0.0
H -4.257 -0.760 0.051 0.1 0.2 0.0
H -2.413 0.448 0.212 0.0 0.1 -0.1
H -2.318 1.472 -1.259 0.0 0.3 0.2
H -1.150 0.182 -1.003 0.1 -0.2 0.1
C -3.193 0.258 5.325 -0.7 -1.7 -1.0
C -3.466 0.718 3.918 -0.4 -0.4 -0.3
O -4.236 0.103 3.183 0.5 0.4 0.4
C -2.759 1.960 3.445 -0.5 -0.2 -0.8
H -3.772 -0.650 5.528 0.0 0.0 -0.1
H -2.131 0.029 5.442 -0.2 0.3 0.1
H -3.497 1.032 6.035 -0.2 -0.4 -0.2
H -1.677 1.807 3.479 -0.1 0.2 0.3
H -3.043 2.810 4.071 0.3 -0.1 0.0
H -3.051 2.173 2.411 0.1 -0.1 0.3
Br -2.303 2.514 6.586 1.0 1.9 1.2
C -0.304 -6.479 2.839 0.8 0.4 -0.8
O -1.605 -6.716 2.773 -0.2 -0.1 0.1
H 0.355 -7.335 3.067 -0.1 -0.7 0.5
H 0.184 -6.082 1.933 -0.3 0.1 -0.5
H 0.040 -5.751 3.593 -0.3 0.3 0.7
Cs 0.442 0.409 -3.555 -7.7 -0.7 -10.3
O -1.882 7.643 0.333 0.0 -0.1 0.1
S -0.448 7.348 0.165 0.1 0.6 0.1
O 0.248 8.552 -0.324 0.0 0.0 0.0
O -0.282 6.254 -0.810 0.5 -1.3 -1.3
O 0.126 6.941 1.461 -0.1 0.0 0.1
Na 1.511 5.033 -3.614 -0.6 0.8 -0.6
Li 7.448 -5.429 -4.477 0.0 0.1 -0.4
C 0.608 4.454 9.009 -0.7 0.2 -0.9
O 0.221 5.406 8.349 0.2 0.1 0.2
N 1.460 4.584 10.042 1.2 0.7 1.4
N 0.217 3.191 8.762 -0.2 -0.8 -0.3
H 1.790 3.812 10.597 -0.1 0.2 -0.1
H 1.779 5.518 10.261 -0.1 -0.4 -0.1
H -0.424 3.049 7.993 -0.1 -0.1 0.1
H 0.525 2.394 9.294 -0.1 0.2 -0.1
O -7.884 4.562 -0.786 0.2 -0.1 0.4
H -7.686 5.130 -0.026 -0.1 -0.1 -0.3
H -7.466 3.717 -0.561 -0.1 0.2 -0.2
```
Forces are in eV/Å.

Values from the calculation:
2S+1: 1
Calculated total energy, eV: -168737.244
Highest occupied orbital energy, eV: -5.529
Total charge: 0
Kohn-Sham gap, Eh: 0.0448

ORCA calculation (wB97M-V/def2-TZVPD) on a single C5H9NO molecule.

```
16
Properties=species:S:1:pos:R:3:forces:R:3
C -0.070 0.420 1.122 -0.5 0.2 0.1
C -0.679 -2.241 0.411 -0.4 -0.5 0.4
C 0.376 2.045 -1.144 0.1 0.8 -0.1
C -0.342 -0.816 0.211 1.4 1.6 0.2
C 0.164 0.803 -0.373 -0.6 -1.2 1.3
N 1.074 -0.406 -0.520 -3.8 -0.3 -1.8
O -1.234 0.044 -0.608 4.2 -0.8 -0.4
H 1.863 -0.397 0.123 -0.5 0.2 0.4
H -0.940 0.853 1.622 0.0 -0.1 -0.1
H 0.799 0.407 1.784 0.1 0.0 -0.2
H -1.423 -2.348 1.208 0.0 0.0 -0.1
H 0.199 -2.827 0.697 0.0 0.2 0.0
H -1.100 -2.677 -0.499 0.1 0.2 0.0
H 1.049 1.878 -1.990 -0.2 -0.2 0.1
H 0.828 2.815 -0.509 0.0 -0.1 0.0
H -0.563 2.448 -1.534 0.1 -0.2 0.2
```
Forces are in eV/Å.

Values from the calculation:
2S+1: 1
Calculated total energy, eV: -8864.990
Highest occupied orbital energy, eV: -8.995
Total charge: 0
Kohn-Sham gap, Eh: 0.3650

ORCA calculation (wB97M-V/def2-TZVPD) on a molecular structure, C28H53AlBrCl23N.

```
107
Properties=species:S:1:pos:R:3:forces:R:3
C 0.407 0.835 -0.118 0.7 0.8 0.0
C -0.160 1.549 1.070 0.4 0.4 -0.8
Cl 0.252 3.249 1.186 0.4 -0.1 0.0
C -0.903 0.945 1.957 -0.9 -0.3 1.4
Cl -1.473 1.942 3.327 -0.1 -0.3 -0.1
Al -1.549 -0.972 1.975 -0.2 -0.4 0.1
Br -1.456 -1.664 4.315 0.0 -0.1 -0.2
C -0.399 -2.333 1.009 -0.8 -0.6 0.3
C -1.298 -3.324 0.342 0.8 0.4 0.6
N -1.480 -3.354 -0.900 -0.6 -0.4 -1.3
C -3.496 -1.174 1.490 1.0 0.8 0.1
C -4.008 -0.289 0.378 -0.9 -0.6 0.6
C -4.244 1.141 0.787 0.5 0.3 -0.6
Cl -3.025 -0.382 -1.144 0.2 0.1 -0.1
H 1.120 0.105 0.238 0.0 -0.5 -0.1
H -0.344 0.408 -0.766 -0.2 -0.3 0.0
H 0.985 1.545 -0.699 0.0 0.1 -0.3
H 0.179 -2.896 1.741 0.3 0.2 0.2
H 0.242 -1.954 0.223 0.3 0.2 0.1
H -1.811 -4.085 0.926 -0.1 0.0 0.3
H -0.950 -2.594 -1.326 -0.1 -0.1 -0.1
H -3.768 -2.215 1.342 0.1 -0.1 -0.2
H -4.042 -0.871 2.384 0.3 0.2 -0.2
H -4.984 -0.665 0.091 -0.1 -0.2 -0.5
H -5.020 1.160 1.539 -0.1 0.0 0.3
H -3.345 1.626 1.151 0.1 0.0 0.2
H -4.579 1.700 -0.079 -0.2 0.2 -0.1
Cl -0.520 0.696 -5.986 0.1 0.1 0.0
C -1.194 -0.950 -5.833 -0.1 -0.1 -0.1
C -1.543 -1.283 -4.406 -0.2 -0.1 0.1
Cl -0.094 -1.445 -3.387 0.2 0.1 -0.1
H -0.468 -1.649 -6.240 0.1 0.1 0.0
H -2.091 -0.985 -6.450 0.0 0.0 0.0
H -2.067 -2.237 -4.364 0.0 0.0 0.0
H -2.182 -0.523 -3.961 0.1 0.0 0.0
Cl 1.160 7.787 5.159 0.0 0.1 0.0
C -0.012 6.660 4.416 -0.1 -0.1 0.0
C 0.624 5.769 3.383 -0.1 0.0 0.1
Cl 1.129 6.673 1.929 0.0 0.1 0.3
H -0.817 7.251 3.988 0.1 0.1 0.0
H -0.419 6.051 5.222 0.1 0.0 0.0
H -0.093 5.018 3.055 0.0 0.0 0.0
H 1.497 5.257 3.779 0.0 0.0 0.0
Cl -1.792 3.967 -1.058 -0.2 0.1 -0.2
C -2.485 5.264 -2.057 -0.1 -0.2 -0.1
C -1.613 6.491 -2.031 0.0 0.1 -0.1
Cl -1.628 7.264 -0.424 0.0 0.1 0.0
H -3.486 5.482 -1.693 0.0 0.0 0.1
H -2.564 4.883 -3.075 0.1 0.0 0.0
H -1.979 7.229 -2.745 -0.1 0.0 0.0
H -0.583 6.251 -2.282 0.0 0.0 0.1
Cl 2.432 5.462 -0.820 0.1 -0.1 -0.3
C 3.974 6.083 -0.189 -0.1 0.1 0.1
C 5.087 5.967 -1.198 0.1 0.2 0.0
Cl 5.541 4.270 -1.502 0.0 -0.1 0.0
H 4.204 5.540 0.724 0.0 -0.1 0.0
H 3.815 7.130 0.064 0.0 0.0 0.0
H 5.978 6.471 -0.827 0.0 0.0 0.1
H 4.810 6.414 -2.150 0.0 -0.1 0.0
Cl -5.620 -1.721 3.773 -0.6 -0.2 0.4
C -6.130 -3.374 4.191 -0.1 0.1 0.1
C -4.999 -4.350 4.020 0.1 -0.2 0.1
Cl -4.558 -4.577 2.306 0.0 -0.1 0.0
H -6.984 -3.637 3.571 0.0 0.0 -0.1
H -6.450 -3.358 5.233 0.1 0.0 0.0
H -5.292 -5.326 4.403 -0.1 0.0 0.0
H -4.109 -4.020 4.553 0.0 0.1 -0.1
Cl 1.315 4.181 -6.857 0.0 0.0 0.0
C 0.681 3.456 -8.357 -0.1 -0.1 0.0
C 1.654 3.558 -9.502 0.0 -0.1 -0.1
Cl 1.874 5.239 -10.057 0.0 0.0 0.0
H -0.260 3.947 -8.592 0.0 0.1 0.0
H 0.478 2.409 -8.138 0.1 0.0 0.0
H 1.277 2.991 -10.352 -0.1 0.0 0.0
H 2.628 3.165 -9.231 0.0 0.1 0.0
Cl 6.210 4.532 -5.397 0.0 0.0 -0.1
C 5.320 3.036 -5.017 -0.1 0.0 0.1
C 5.483 1.984 -6.082 0.0 -0.1 0.1
Cl 4.668 2.431 -7.604 0.1 0.0 -0.1
H 4.275 3.296 -4.872 0.0 0.0 -0.1
H 5.716 2.666 -4.073 0.0 0.0 0.0
H 5.032 1.052 -5.744 -0.1 0.0 0.0
H 6.530 1.798 -6.306 0.0 0.1 -0.1
Cl 3.529 -2.234 5.034 0.0 0.0 0.0
C 2.284 -3.319 4.354 -0.1 0.0 -0.1
C 2.848 -4.242 3.307 0.0 -0.1 0.1
Cl 3.329 -3.370 1.827 0.1 0.0 0.0
H 1.481 -2.705 3.954 0.0 0.1 0.0
H 1.886 -3.902 5.183 0.0 0.0 0.0
H 2.092 -4.968 3.014 0.0 0.1 0.0
H 3.719 -4.782 3.672 0.0 0.0 0.0
Cl 2.608 -6.951 0.924 -0.1 -0.1 0.0
C 4.244 -6.838 0.237 0.0 0.1 -0.1
C 5.178 -7.867 0.818 0.1 0.0 -0.1
Cl 5.546 -7.550 2.534 0.0 0.0 0.0
H 4.606 -5.827 0.408 0.0 0.0 0.1
H 4.148 -6.994 -0.837 0.0 -0.1 0.0
H 6.125 -7.847 0.282 0.0 0.1 0.0
H 4.761 -8.869 0.746 0.0 0.0 0.1
Cl -5.253 -5.320 7.254 -0.1 0.0 0.1
C -4.079 -6.545 7.792 0.1 0.0 0.1
C -3.376 -7.197 6.629 0.1 0.0 0.0
Cl -4.477 -8.221 5.670 0.0 0.0 0.0
H -4.608 -7.274 8.400 -0.1 0.0 -0.1
H -3.351 -6.034 8.420 0.0 0.0 -0.1
H -2.580 -7.842 6.996 0.0 0.0 0.0
H -2.941 -6.457 5.961 -0.1 0.0 0.0
```
Forces are in eV/Å.

Values from the calculation:
2S+1: 1
Calculated total energy, eV: -396048.424
Highest occupied orbital energy, eV: -5.644
Total charge: -1
Kohn-Sham gap, Eh: 0.2778

ORCA calculation (wB97M-V/def2-TZVPD) on a molecular structure, C29H42N8O6SSiV.

```
88
Properties=species:S:1:pos:R:3:forces:R:3
V -0.495 0.545 0.047 0.2 1.1 3.4
C 2.427 -1.603 3.274 -0.3 0.0 -0.2
C 1.679 -0.533 2.499 0.0 -0.4 0.2
O 0.671 -0.850 1.852 -0.1 -0.2 -0.1
C 2.180 0.796 2.600 0.0 0.6 -0.2
C 1.807 1.844 1.778 0.3 -0.4 0.6
C 2.067 3.264 2.205 0.0 -0.1 -0.1
N 1.309 1.746 0.529 -0.3 2.4 -0.1
N 1.254 0.576 -0.081 2.2 -1.3 -0.4
C 2.052 -0.281 -0.704 0.3 -0.9 -0.8
O 1.484 -1.242 -1.243 0.3 0.1 0.2
C 3.520 -0.084 -0.872 0.2 0.0 -0.1
C 4.146 -0.964 -1.755 -0.1 -0.1 0.1
C 5.490 -0.844 -2.042 0.1 0.0 -0.1
C 6.234 0.166 -1.451 0.0 0.1 0.1
C 5.625 1.041 -0.566 0.1 0.1 0.0
C 4.275 0.923 -0.278 -0.2 0.0 0.1
H 1.765 -2.435 3.507 0.0 0.0 0.0
H 3.231 -1.974 2.637 0.1 0.0 0.0
H 2.874 -1.211 4.183 0.0 0.1 0.1
H 2.827 1.010 3.438 0.1 0.1 0.1
H 2.874 3.304 2.933 0.0 0.0 0.1
H 2.331 3.882 1.347 0.0 0.0 0.0
H 1.166 3.685 2.653 0.0 0.0 0.1
H 3.540 -1.740 -2.200 0.0 -0.1 -0.1
H 5.955 -1.527 -2.739 0.0 -0.1 0.0
H 7.285 0.274 -1.681 0.1 0.0 0.0
H 6.196 1.834 -0.106 0.0 0.0 0.0
H 3.816 1.612 0.413 0.0 0.0 0.0
C -0.943 0.652 4.429 0.0 0.0 0.0
C -1.778 -0.113 3.471 0.1 0.2 0.2
N -1.760 0.020 2.164 0.1 0.2 -0.5
C -2.681 -0.850 1.672 -0.5 -0.4 0.5
C -3.287 -1.530 2.710 0.2 0.2 -0.5
N -2.690 -1.042 3.843 -0.1 -0.1 -0.4
C -4.336 -2.575 2.793 0.0 0.1 0.1
O -4.900 -2.941 1.665 -0.1 -0.1 -0.3
O -4.637 -3.034 3.872 0.1 0.1 -0.1
C -2.872 -0.930 0.209 -2.0 -1.4 1.3
O -3.816 -1.567 -0.269 0.6 0.3 -0.1
O -2.016 -0.284 -0.456 -1.0 -0.9 -1.9
H -0.302 1.330 3.871 0.0 0.0 0.0
H -0.315 -0.024 5.009 0.1 0.0 0.1
H -1.568 1.222 5.116 0.0 0.0 0.0
H -2.929 -1.369 4.769 0.1 0.1 -0.1
H -4.549 -2.460 0.846 0.0 0.0 0.5
N -1.343 0.619 -2.763 -0.8 0.0 -0.9
C -1.140 1.157 -3.970 0.1 0.1 0.3
C -0.037 1.979 -3.862 0.0 0.1 0.2
C 0.363 1.867 -2.531 0.1 0.1 -0.5
N -0.445 1.037 -1.887 0.0 0.4 -0.3
H -1.995 -0.113 -2.495 0.2 0.3 0.0
H -1.782 0.937 -4.799 -0.1 -0.1 -0.1
H 0.417 2.587 -4.617 0.0 0.1 -0.2
H 1.176 2.342 -2.015 0.1 0.1 0.1
C -1.101 4.161 -0.785 -0.1 -0.8 0.4
Si -1.716 2.681 0.313 -0.9 1.5 0.0
C -3.544 2.419 -0.264 0.8 -0.1 0.1
C -1.904 3.450 2.080 0.3 -0.5 -0.7
H -1.515 5.098 -0.424 -0.2 0.1 0.2
H -1.419 4.044 -1.818 0.0 -0.1 -0.2
H -0.020 4.257 -0.771 0.2 0.0 0.0
H -4.070 3.365 -0.346 0.0 0.3 0.1
H -4.094 1.800 0.439 -0.1 -0.2 0.2
H -3.598 1.934 -1.235 0.0 -0.1 -0.2
H -2.770 4.107 2.087 -0.2 0.1 -0.1
H -1.041 4.050 2.345 0.2 0.1 0.1
H -2.049 2.696 2.845 -0.1 -0.1 0.1
C 2.771 -2.321 -5.664 0.3 -0.1 -0.1
N 1.433 -2.077 -5.188 0.0 -0.2 0.2
C 0.843 -0.865 -5.687 -0.2 0.1 -0.2
C 0.832 -2.798 -4.215 -0.1 0.2 -0.2
S -0.605 -2.353 -3.534 -0.5 -0.2 0.3
N 1.489 -3.965 -3.841 0.2 0.1 0.1
C 1.282 -4.404 -2.473 0.0 0.0 0.3
C 1.415 -5.052 -4.800 0.1 0.0 -0.1
H 3.340 -1.390 -5.614 0.0 0.0 0.0
H 2.760 -2.651 -6.706 0.0 0.0 0.0
H 3.263 -3.071 -5.053 0.0 0.0 0.0
H 0.852 -0.862 -6.779 0.1 0.0 0.0
H 1.395 0.005 -5.318 0.0 0.0 0.0
H -0.183 -0.811 -5.333 0.1 0.0 -0.1
H 1.300 -3.534 -1.818 0.0 -0.1 0.0
H 2.106 -5.069 -2.209 0.0 0.0 0.0
H 0.337 -4.942 -2.329 0.0 0.1 -0.1
H 1.575 -4.674 -5.807 0.0 -0.1 -0.1
H 0.435 -5.547 -4.767 0.0 0.1 0.0
H 2.182 -5.788 -4.562 0.0 0.0 -0.1
```
Forces are in eV/Å.

Values from the calculation:
2S+1: 2
Calculated total energy, eV: -99362.018
Highest occupied orbital energy (alpha / beta), eV: -7.817 / -7.806
Total charge: 0
Kohn-Sham gap (alpha / beta), Eh: 0.2726 / 0.2879